1.
Below is a 2-piece molecular cluster, C3H5F3 overall at a distorted geometry, with properties calculated with ωB97M-V/def2-TZVPD.

```
! wB97M-V def2-TZVPD RIJCOSX def2/J DEFGRID3
* xyz 0 1
C 0.240 -0.131 -0.774
C -0.469 -0.192 0.552
C -2.490 0.098 0.173
F -3.209 0.283 1.322
F -2.973 -0.961 -0.406
F -2.594 1.127 -0.700
H -0.076 -0.776 -1.663
H 0.405 0.922 -1.014
H 1.289 -0.428 -0.764
H -0.157 0.639 1.163
H -0.674 -1.164 0.967
*
```

Calculated values
Energy relative to the best compared isomer or geometry (same formula, charge and spin) ... 210.14 kJ/mol
Lowest unoccupied orbital energy ... 0.939 eV

2.
Below is one molecule with the formula C3H5F4NO2S at a distorted geometry, with properties calculated with ωB97M-V/def2-TZVPD.

```
! wB97M-V def2-TZVPD RIJCOSX def2/J DEFGRID3
* xyz 0 1
C -0.011 0.967 -0.924
C 0.543 -3.094 1.838
C 0.155 -2.187 0.687
N -0.761 0.441 0.193
O 1.441 0.241 1.468
O -0.700 -0.312 2.592
F 0.792 -4.364 1.446
F 1.670 -2.635 2.409
F -1.113 -2.410 0.285
F 0.945 -2.246 -0.391
S 0.099 -0.230 1.415
H -0.687 1.131 -1.760
H 0.512 1.895 -0.678
H 0.730 0.220 -1.203
H -0.265 -3.111 2.586
H -1.555 0.970 0.511
*
```

Calculated values
Energy relative to the best compared isomer or geometry (same formula, charge and spin) ... 143.75 kJ/mol
SMILES ... CNS(=O)(=O)C(F)(F)C(F)F
Lowest unoccupied orbital energy ... 0.452 eV

3.
Below is C3H5F6NO4S2Sn as an isolated structure at a distorted geometry, with properties calculated with ωB97M-V/def2-TZVPD.

```
! wB97M-V def2-TZVPD RIJCOSX def2/J DEFGRID3
* xyz 2 1
Sn 0.743 -1.578 -0.926
C 1.474 -1.091 -2.974
H 1.378 -0.004 -3.070
H 2.519 -1.383 -3.118
H 0.884 -1.593 -3.749
H -0.470 -4.539 -1.074
H -0.074 -4.593 -0.444
F 3.277 1.797 1.764
C 1.980 2.178 1.829
F 1.689 2.594 3.076
F 1.774 3.182 0.964
S 0.954 0.688 1.414
O 1.544 0.319 0.083
O 1.113 -0.242 2.491
N -0.561 1.203 1.233
S -1.523 0.074 0.609
O -1.104 -0.228 -0.797
O -1.765 -1.056 1.468
C -3.157 0.924 0.352
F -3.640 1.341 1.537
F -3.023 1.976 -0.470
F -4.014 0.033 -0.197
*
```

Calculated values
Energy relative to the best compared isomer or geometry (same formula, charge and spin) ... 342.11 kJ/mol
Lowest unoccupied orbital energy (spin up / spin down) ... -14.519 / -14.519 eV

4.
Below is C3H5F6NO4S2Ti as an isolated structure at a distorted geometry, with properties calculated with ωB97M-V/def2-TZVPD.

```
! wB97M-V def2-TZVPD RIJCOSX def2/J DEFGRID3
* xyz 0 3
Ti 0.402 -0.017 -0.912
C 0.031 -0.034 -4.786
H 1.117 0.072 -4.844
H -0.199 -1.067 -5.059
H -0.445 0.645 -5.498
H -0.332 0.186 -3.768
H -1.138 0.064 -1.195
F 0.106 -3.959 1.505
C 0.396 -2.832 2.171
F 0.066 -2.972 3.466
F 1.716 -2.594 2.042
S -0.536 -1.394 1.361
O -0.061 -1.702 -0.077
O -1.948 -1.442 1.616
N 0.331 -0.026 1.637
S -0.424 1.417 1.370
O 0.155 1.718 -0.039
O -1.848 1.559 1.483
C 0.489 2.841 2.246
F 0.195 2.886 3.561
F 1.808 2.660 2.063
F 0.120 3.988 1.657
*
```

Calculated values
Energy relative to the best compared isomer or geometry (same formula, charge and spin) ... 11.74 kJ/mol
Lowest unoccupied orbital energy (spin up / spin down) ... -0.079 / -0.342 eV

5.
Below is C3H5FINO as an isolated structure at a distorted geometry, with properties calculated with ωB97M-V/def2-TZVPD.

```
! wB97M-V def2-TZVPD RIJCOSX def2/J DEFGRID3
* xyz 0 1
C -0.059 -0.356 -0.025
C -1.813 1.293 0.186
C 1.470 -0.647 -0.357
N -0.472 0.836 0.097
O 2.121 -1.605 0.459
F 1.509 -2.999 0.326
I 2.852 0.965 0.175
H -0.687 -1.203 -0.203
H -1.846 2.092 0.914
H -2.640 0.607 0.478
H -2.060 1.667 -0.701
H 1.626 -0.652 -1.349
*
```

Calculated values
Energy relative to the best compared isomer or geometry (same formula, charge and spin) ... 373.86 kJ/mol
Lowest unoccupied orbital energy ... -0.821 eV

6.
Below is one molecule with the formula C3H5FN2 at a distorted geometry, with properties calculated with ωB97M-V/def2-TZVPD.

```
! wB97M-V def2-TZVPD RIJCOSX def2/J DEFGRID3
* xyz 0 1
C -1.590 0.584 0.134
C -0.397 -0.246 0.388
C 2.785 0.197 0.020
H -1.960 1.096 1.002
H -1.540 1.308 -0.742
H -0.608 -1.230 0.850
H 3.720 -0.293 0.162
H 2.726 1.292 0.123
N 0.578 0.197 -0.238
N 1.708 -0.517 -0.148
F -2.570 -0.349 -0.216
*
```

Calculated values
Energy relative to the best compared isomer or geometry (same formula, charge and spin) ... 186.31 kJ/mol
SMILES ... C=N/N=C/CF
Lowest unoccupied orbital energy ... 0.533 eV

7.
Below is one molecule with the formula C3H5FN2O2 at a distorted geometry, with properties calculated with ωB97M-V/def2-TZVPD.

```
! wB97M-V def2-TZVPD RIJCOSX def2/J DEFGRID3
* xyz 0 1
C -1.701 0.694 0.323
C 0.632 0.783 -0.050
C 1.861 -0.033 -0.272
H -0.890 -1.713 0.705
H -1.360 -1.451 -0.858
H -1.694 1.785 0.308
H 1.613 -0.861 -0.941
H 2.633 0.608 -0.622
N -0.579 -1.323 -0.206
N -0.544 0.054 0.031
O -2.737 0.042 0.476
O 0.635 1.959 0.136
F 2.131 -0.545 0.970
*
```

Calculated values
Energy relative to the best compared isomer or geometry (same formula, charge and spin) ... 86.45 kJ/mol
SMILES ... NN(C=O)C(=O)CF
Lowest unoccupied orbital energy ... 0.439 eV

8.
Below is one molecule with the formula C3H5FO at a distorted geometry, with properties calculated with ωB97M-V/def2-TZVPD.

```
! wB97M-V def2-TZVPD RIJCOSX def2/J DEFGRID3
* xyz 0 1
C -0.465 0.005 -1.231
C -0.374 0.492 0.201
C 0.646 -0.185 1.064
H -1.375 -0.652 -1.250
H 0.425 -0.566 -1.414
H -0.533 0.845 -1.887
H 0.042 -0.642 1.869
H 1.312 0.555 1.484
O -1.083 1.362 0.691
F 1.405 -1.213 0.473
*
```

Calculated values
Energy relative to the best compared isomer or geometry (same formula, charge and spin) ... 0.00 kJ/mol
SMILES ... CC(=O)CF
Lowest unoccupied orbital energy ... 0.910 eV

9.
Below is one molecule with the formula C3H5FO at a distorted geometry, with properties calculated with ωB97M-V/def2-TZVPD.

```
! wB97M-V def2-TZVPD RIJCOSX def2/J DEFGRID3
* xyz 0 1
C 2.069 -0.572 -0.283
C -0.440 -0.395 0.285
C -1.568 0.689 -0.063
O 0.736 -0.264 -0.337
F -0.417 -0.993 1.554
H 2.390 -1.039 0.616
H 2.589 -0.500 -1.237
H -1.149 1.700 -0.050
H -2.469 0.770 0.597
H -1.741 0.604 -1.083
*
```

Calculated values
Energy relative to the best compared isomer or geometry (same formula, charge and spin) ... 370.89 kJ/mol
Lowest unoccupied orbital energy (spin up / spin down) ... 0.782 / 0.672 eV

10.
Below is one molecule with the formula C3H5FO at a distorted geometry, with properties calculated with ωB97M-V/def2-TZVPD.

```
! wB97M-V def2-TZVPD RIJCOSX def2/J DEFGRID3
* xyz 0 1
C -1.062 0.663 0.068
C 0.020 -0.305 0.421
C 1.161 -0.524 -0.394
H -1.580 0.876 0.977
H -0.576 1.564 -0.338
H -0.407 -1.092 1.043
H 1.355 0.129 -1.276
H 1.659 -1.483 -0.486
O 1.260 0.128 0.841
F -1.831 0.043 -0.855
*
```

Calculated values
Energy relative to the best compared isomer or geometry (same formula, charge and spin) ... 121.92 kJ/mol
SMILES ... FC[C@H]1CO1
Lowest unoccupied orbital energy ... 1.149 eV

11.
Below is a 2-piece molecular cluster, C3H5FO2 overall at a distorted geometry, with properties calculated with ωB97M-V/def2-TZVPD.

```
! wB97M-V def2-TZVPD RIJCOSX def2/J DEFGRID3
* xyz 0 1
C -1.376 -1.153 0.956
C -0.454 -0.211 0.348
C 0.991 0.782 -1.071
O 0.010 -1.419 0.445
O -0.358 0.622 -0.629
F -0.197 0.765 2.711
H -1.408 -1.174 2.095
H -1.984 -1.608 0.282
H 0.954 1.142 -2.153
H 1.613 -0.082 -1.023
H 1.437 1.532 -0.394
*
```

Calculated values
Energy relative to the best compared isomer or geometry (same formula, charge and spin) ... 511.27 kJ/mol
Lowest unoccupied orbital energy (spin up / spin down) ... -0.898 / -0.897 eV

12.
Below is one molecule with the formula C3H5FO2S at a distorted geometry, with properties calculated with ωB97M-V/def2-TZVPD.

```
! wB97M-V def2-TZVPD RIJCOSX def2/J DEFGRID3
* xyz 0 1
C -0.112 -1.007 -1.243
C -0.841 -0.467 0.021
C -0.239 0.493 0.999
O -1.484 -3.130 -0.195
O 0.766 -2.518 0.843
F -2.088 -0.149 -0.344
S -0.419 -2.197 0.081
H -0.967 -0.939 -1.926
H 0.869 -0.540 -1.319
H -0.734 0.670 2.040
H -0.149 1.637 0.633
H 0.785 0.289 1.293
*
```

Calculated values
Energy relative to the best compared isomer or geometry (same formula, charge and spin) ... 266.48 kJ/mol
SMILES ... C[C@@]1(F)CS1(=O)=O
Lowest unoccupied orbital energy ... 0.659 eV

13.
Below is one molecule with the formula C3H5FO3 at a distorted geometry, with properties calculated with ωB97M-V/def2-TZVPD.

```
! wB97M-V def2-TZVPD RIJCOSX def2/J DEFGRID3
* xyz 0 1
C 0.700 -0.481 0.132
C 1.471 0.831 0.432
C -0.497 -0.115 -0.587
O 1.622 -1.245 -0.646
O 2.889 0.387 0.271
O 2.861 -1.003 -0.011
F 1.354 1.749 -0.573
H 0.481 -0.809 1.104
H 1.261 1.170 1.414
H -0.242 0.447 -1.547
H -1.079 0.536 0.137
H -1.160 -0.945 -0.752
*
```

Calculated values
Energy relative to the best compared isomer or geometry (same formula, charge and spin) ... 556.47 kJ/mol
SMILES ... C[C@H]1OOO[C@H]1F
Lowest unoccupied orbital energy ... 0.816 eV

14.
Below is a 2-piece molecular cluster, C3H5FO3 overall at a distorted geometry, with properties calculated with ωB97M-V/def2-TZVPD.

```
! wB97M-V def2-TZVPD RIJCOSX def2/J DEFGRID3
* xyz 0 1
C -0.054 1.461 -0.056
C -0.293 -1.786 0.148
C -1.043 -0.483 -0.330
O -0.662 2.362 -0.520
O 1.973 2.302 0.659
O 1.047 1.148 0.472
F -1.232 -0.555 -1.669
H 0.089 -1.606 1.140
H -1.115 -2.549 0.276
H 0.511 -2.128 -0.523
H -1.982 -0.203 0.138
H 2.761 2.037 0.267
*
```

Calculated values
Energy relative to the best compared isomer or geometry (same formula, charge and spin) ... 496.27 kJ/mol
Lowest unoccupied orbital energy ... 0.023 eV

15.
Below is one molecule with the formula C3H5FS at a distorted geometry, with properties calculated with ωB97M-V/def2-TZVPD.

```
! wB97M-V def2-TZVPD RIJCOSX def2/J DEFGRID3
* xyz 0 1
C 0.243 -0.495 1.155
C 0.335 -1.040 -0.272
C -0.143 -0.401 -1.295
H -1.050 1.349 0.620
H -0.534 -0.961 1.754
H 1.271 -0.598 1.583
H 0.969 -1.971 -0.343
H -0.780 0.552 -1.152
F -0.207 -0.875 -2.556
S -0.039 1.320 1.439
*
```

Calculated values
Energy relative to the best compared isomer or geometry (same formula, charge and spin) ... 74.48 kJ/mol
SMILES ... F/C=C/CS
Lowest unoccupied orbital energy ... 0.889 eV

16.
Below is one molecule with the formula C3H5FS2 at a distorted geometry, with properties calculated with ωB97M-V/def2-TZVPD.

```
! wB97M-V def2-TZVPD RIJCOSX def2/J DEFGRID3
* xyz 0 1
C -2.003 -0.746 0.003
C 0.485 0.502 -0.006
C 1.964 0.429 -0.002
H -2.459 -1.738 0.121
H -2.331 -0.291 -0.908
H -2.295 -0.086 0.859
H 2.374 1.002 -0.852
H 2.352 0.967 0.875
F 2.479 -0.841 -0.018
S -0.251 -1.113 -0.042
S -0.316 1.916 -0.031
*
```

Calculated values
Energy relative to the best compared isomer or geometry (same formula, charge and spin) ... 0.00 kJ/mol
SMILES ... CSC(=S)CF
Lowest unoccupied orbital energy ... -0.237 eV

17.
Below is C3H5FeO3 as an isolated structure at a distorted geometry, with properties calculated with ωB97M-V/def2-TZVPD.

```
! wB97M-V def2-TZVPD RIJCOSX def2/J DEFGRID3
* xyz 1 5
H -0.349 3.136 2.641
O -1.119 1.776 1.384
C -1.207 2.820 2.038
H -2.172 3.332 1.982
O 0.191 1.230 1.255
Fe 0.218 0.456 -0.452
O 1.634 0.695 -1.500
C 2.070 1.449 -2.495
C 1.441 2.505 -3.041
H 3.016 1.105 -2.942
H 1.874 2.997 -3.913
H 0.526 2.910 -2.602
*
```

Calculated values
Energy relative to the best compared isomer or geometry (same formula, charge and spin) ... 444.92 kJ/mol
Lowest unoccupied orbital energy (spin up / spin down) ... -6.251 / -6.278 eV

18.
Below is a 2-piece molecular cluster, C3H5IN2S overall at a distorted geometry, with properties calculated with ωB97M-V/def2-TZVPD.

```
! wB97M-V def2-TZVPD RIJCOSX def2/J DEFGRID3
* xyz 0 1
C -1.793 0.011 0.069
C 2.065 -1.525 -0.544
C 0.047 1.635 0.310
N -2.722 -0.741 0.249
N -0.698 0.485 -0.047
S 0.860 -1.558 -1.591
I 1.919 -2.042 1.507
H 3.069 -1.221 -0.799
H 0.366 2.136 -0.605
H 0.935 1.316 0.860
H -0.521 2.334 0.930
H -3.526 -0.832 -0.339
*
```

Calculated values
Energy relative to the best compared isomer or geometry (same formula, charge and spin) ... 27.84 kJ/mol
SMILES ... CN=C=N.S=CI
Lowest unoccupied orbital energy ... -0.512 eV

19.
Below is one molecule with the formula C3H5IN3P at a distorted geometry, with properties calculated with ωB97M-V/def2-TZVPD.

```
! wB97M-V def2-TZVPD RIJCOSX def2/J DEFGRID3
* xyz 0 1
C 0.376 -0.876 -0.039
C -1.747 -0.458 0.098
C 1.812 -0.744 0.028
N -0.252 -1.992 -0.021
N -1.576 -1.753 0.100
N -0.504 0.224 -0.044
P 0.130 2.114 0.026
I -3.488 0.744 0.049
H 2.384 -0.459 -0.930
H 2.207 -0.298 0.905
H 2.288 -1.690 0.315
H -1.175 2.645 0.734
H -0.455 2.541 -1.221
*
```

Calculated values
Energy relative to the best compared isomer or geometry (same formula, charge and spin) ... 69.18 kJ/mol
SMILES ... Cc1nnc(I)n1P
Lowest unoccupied orbital energy ... -0.118 eV

20.
Below is a 2-piece molecular cluster, C3H5IO overall at a distorted geometry, with properties calculated with ωB97M-V/def2-TZVPD.

```
! wB97M-V def2-TZVPD RIJCOSX def2/J DEFGRID3
* xyz 0 1
C -0.086 0.700 1.590
C 0.124 0.666 0.272
C -0.445 -0.059 -0.790
O 1.296 -0.973 -1.631
I -1.749 -1.727 -0.682
H 0.343 1.314 2.350
H -0.691 -0.005 2.074
H 0.830 1.410 -0.024
H -0.604 0.532 -1.658
H 0.983 -1.857 -1.503
*
```

Calculated values
Energy relative to the best compared isomer or geometry (same formula, charge and spin) ... 296.73 kJ/mol
Lowest unoccupied orbital energy ... -0.958 eV